{
  "formula": "C77H154N14O7",
  "method": "ωB97M-V/def2-TZVPD",
  "energy_ha": -4319.41212,
  "gap_ha": 0.3594,
  "elements": ["C", "C", "C", "O", "H", "H", "H", "H", "H", "H", "H", "H", "C", "C", "C", "O", "H", "H", "H", "H", "H", "H", "H", "H", "C", "C", "C", "O", "H", "H", "H", "H", "H", "H", "H", "H", "C", "C", "C", "O", "H", "H", "H", "H", "H", "H", "H", "H", "C", "C", "C", "O", "H", "H", "H", "H", "H", "H", "H", "H", "C", "C", "C", "O", "H", "H", "H", "H", "H", "H", "H", "H", "C", "C", "C", "O", "H", "H", "H", "H", "H", "H", "H", "H", "C", "C", "C", "C", "N", "H", "H", "H", "H", "H", "H", "H", "C", "C", "C", "C", "N", "H", "H", "H", "H", "H", "H", "H", "C", "C", "C", "C", "N", "H", "H", "H", "H", "H", "H", "H", "C", "C", "C", "C", "N", "H", "H", "H", "H", "H", "H", "H", "C", "C", "C", "C", "N", "H", "H", "H", "H", "H", "H", "H", "C", "C", "C", "C", "N", "H", "H", "H", "H", "H", "H", "H", "C", "C", "C", "C", "N", "H", "H", "H", "H", "H", "H", "H", "C", "C", "C", "C", "N", "H", "H", "H", "H", "H", "H", "H", "C", "C", "C", "C", "N", "H", "H", "H", "H", "H", "H", "H", "C", "C", "C", "C", "N", "H", "H", "H", "H", "H", "H", "H", "C", "C", "C", "C", "N", "H", "H", "H", "H", "H", "H", "H", "C", "C", "C", "C", "N", "H", "H", "H", "H", "H", "H", "H", "C", "C", "C", "C", "N", "H", "H", "H", "H", "H", "H", "H", "C", "C", "C", "C", "N", "H", "H", "H", "H", "H", "H", "H"],
  "coordinates": [[-2.9698, 4.8091, -4.8255], [-4.3437, 5.4156, -5.0523], [-4.5715, 6.1157, -6.4271], [-5.2148, 4.3445, -5.1095], [-2.1579, 5.5362, -4.8398], [-2.7516, 4.0283, -5.5540], [-2.9111, 4.2930, -3.8672], [-4.5492, 6.1336, -4.2584], [-5.6129, 6.4167, -6.5417], [-4.2676, 5.4981, -7.2722], [-4.0233, 7.0565, -6.4776], [-4.8177, 3.7146, -5.7154], [0.6853, -5.7369, 5.3177], [1.7513, -4.7139, 5.0192], [1.1336, -3.5338, 4.2891], [2.2438, -4.2881, 6.2767], [0.0210, -5.7642, 4.4540], [0.1207, -5.4834, 6.2150], [1.1325, -6.7287, 5.3846], [2.5480, -5.1993, 4.4556], [1.8616, -2.9530, 3.7229], [0.6539, -2.8912, 5.0275], [0.3082, -3.7579, 3.6134], [2.5224, -5.0579, 6.7781], [0.4062, 3.8163, -2.0119], [1.1266, 3.3378, -3.2239], [1.5983, 1.9027, -3.1484], [0.2095, 3.4107, -4.3338], [1.1543, 3.8214, -1.2191], [-0.4013, 3.2211, -1.5857], [0.1304, 4.8648, -2.1246], [1.9097, 4.0749, -3.4015], [2.1952, 1.7761, -2.2452], [2.2427, 1.5241, -3.9418], [0.7264, 1.2603, -3.0257], [0.6888, 3.2632, -5.1524], [-4.0718, -4.2673, 2.7170], [-3.3298, -4.6394, 3.9152], [-4.0521, -4.0913, 5.1796], [-3.1359, -5.9952, 4.1224], [-4.3053, -3.2026, 2.7054], [-4.9796, -4.8612, 2.6112], [-3.4209, -4.5388, 1.8859], [-2.3753, -4.1206, 3.8267], [-4.3742, -3.0614, 5.0260], [-3.4693, -4.2007, 6.0942], [-5.0138, -4.5870, 5.3117], [-3.8713, -6.2583, 4.6806], [3.1589, 6.8452, -0.5847], [4.1634, 5.9292, 0.0896], [4.2443, 4.6015, -0.6600], [5.4564, 6.4976, 0.0671], [3.5254, 7.3000, -1.5049], [2.9798, 7.7098, 0.0544], [2.2129, 6.3261, -0.7383], [3.8287, 5.7498, 1.1113], [4.9609, 3.9119, -0.2139], [4.5089, 4.7287, -1.7097], [3.3238, 4.0282, -0.7706], [5.9164, 6.2921, -0.7501], [4.5835, 0.1061, 7.0708], [3.9458, -1.0873, 6.3215], [4.9545, -2.1638, 5.8326], [3.1719, -1.8081, 7.2515], [5.1112, -0.1164, 7.9982], [3.7798, 0.7781, 7.3720], [5.2721, 0.6373, 6.4137], [3.3776, -0.6994, 5.4760], [4.5150, -3.0532, 5.3811], [5.6127, -2.4972, 6.6350], [5.5808, -1.6678, 5.0911], [2.9424, -2.6279, 6.8077], [-1.2636, -6.9120, 1.1204], [-1.5041, -5.7530, 0.1637], [-0.8240, -4.3861, 0.5040], [-1.1098, -6.1860, -1.1391], [-0.1977, -7.1384, 1.0920], [-1.7571, -7.8460, 0.8516], [-1.4644, -6.6115, 2.1487], [-2.5907, -5.6705, 0.1411], [-1.1762, -4.0557, 1.4811], [-1.1840, -3.6125, -0.1743], [0.2634, -4.3164, 0.5330], [-0.1520, -6.2500, -1.1344], [0.2062, 2.6689, 5.7176], [-0.3766, 1.6089, 4.7766], [-0.7488, 0.2027, 5.4987], [-1.4553, -0.7434, 4.6343], [-2.0196, -1.4930, 3.9435], [1.2034, 2.3666, 6.0374], [-0.4451, 2.7093, 6.5907], [0.2669, 3.7111, 5.4045], [0.3974, 1.3601, 4.0506], [-1.2678, 1.9810, 4.2714], [-1.5056, 0.3466, 6.2698], [0.1293, -0.2636, 5.9454], [2.9882, 3.8538, 3.7019], [2.9353, 2.9645, 2.5066], [4.0660, 1.8784, 2.3625], [4.0177, 1.3532, 0.9724], [4.0007, 0.9721, -0.1192], [3.8600, 4.5023, 3.7889], [2.9173, 3.3207, 4.6501], [2.1429, 4.5336, 3.5947], [2.9402, 3.5984, 1.6199], [1.9642, 2.4716, 2.4594], [3.9799, 1.0340, 3.0464], [5.0854, 2.2609, 2.4134], [-3.6943, 1.0645, -4.3463], [-3.3730, 1.6024, -2.9523], [-3.7758, 0.6236, -1.8293], [-5.2112, 0.2487, -1.8484], [-6.3350, -0.0632, -1.8924], [-3.3770, 0.0382, -4.5310], [-3.1534, 1.7225, -5.0265], [-4.7542, 1.1436, -4.5883], [-3.8684, 2.5701, -2.8731], [-2.2920, 1.7307, -2.8967], [-3.4688, 1.0038, -0.8550], [-3.3077, -0.3454, -2.0023], [-5.1198, -3.9973, -3.5361], [-4.0865, -2.9482, -3.8123], [-2.7022, -3.4749, -3.5160], [-1.6518, -2.4432, -3.3523], [-0.8709, -1.5652, -3.2282], [-4.9753, -4.8853, -4.1516], [-6.0850, -3.5790, -3.8217], [-5.2273, -4.2977, -2.4939], [-4.2884, -2.0962, -3.1631], [-4.1444, -2.6318, -4.8538], [-2.4123, -4.2516, -4.2237], [-2.5909, -4.0493, -2.5963], [-6.1919, -5.4136, 0.1130], [-7.0797, -4.2430, 0.5295], [-6.8234, -2.9741, -0.2862], [-5.4419, -2.4525, -0.1756], [-4.3623, -2.0215, -0.1048], [-5.1347, -5.2377, 0.3119], [-6.2470, -5.6070, -0.9583], [-6.4688, -6.3336, 0.6279], [-6.9605, -4.0647, 1.5982], [-8.1052, -4.5859, 0.3920], [-7.5949, -2.2876, 0.0624], [-7.0780, -3.1065, -1.3377], [-2.7717, 4.5869, -0.8728], [-2.4977, 5.8158, -0.0233], [-0.9939, 6.1017, 0.3226], [-0.4745, 4.9470, 1.0633], [-0.0611, 4.0659, 1.6462], [-3.8206, 4.3052, -0.9654], [-2.2183, 3.7113, -0.5334], [-2.3024, 4.9390, -1.7914], [-2.9891, 5.6716, 0.9389], [-2.9329, 6.7355, -0.4143], [-0.8965, 6.9779, 0.9637], [-0.3589, 6.2366, -0.5530], [2.7022, -2.8295, -1.6208], [3.6624, -3.6737, -2.4227], [3.9664, -5.0393, -1.7361], [2.7761, -5.8323, -1.4374], [1.8663, -6.4889, -1.2393], [2.6385, -1.8226, -2.0333], [3.0485, -2.7438, -0.5909], [1.7108, -3.2814, -1.5891], [4.6107, -3.1714, -2.6140], [3.2237, -3.7975, -3.4129], [4.5759, -4.8772, -0.8472], [4.5777, -5.6610, -2.3902], [-0.6733, 6.9917, 4.8311], [-1.5907, 6.2813, 5.8426], [-2.4875, 5.2364, 5.1345], [-3.3766, 5.7915, 4.0991], [-4.1032, 6.2300, 3.3210], [-0.1629, 7.9156, 5.1032], [-1.3048, 7.2317, 3.9756], [0.0373, 6.2973, 4.3828], [-2.0358, 6.9956, 6.5352], [-0.9812, 5.6689, 6.5071], [-3.0282, 4.5786, 5.8150], [-1.8920, 4.5508, 4.5316], [-4.4420, 2.9246, 1.5462], [-5.2514, 1.7392, 2.1407], [-4.3357, 0.8538, 3.0495], [-4.0481, 1.5293, 4.3069], [-3.8198, 2.0829, 5.3157], [-3.7664, 2.6210, 0.7466], [-3.8921, 3.4905, 2.2983], [-5.0941, 3.6588, 1.0732], [-5.6723, 1.1103, 1.3562], [-6.0836, 2.1650, 2.7012], [-3.3989, 0.7171, 2.5094], [-4.7645, -0.1080, 3.3307], [0.5128, -5.1160, -4.4185], [0.6890, -4.1923, -5.6079], [2.1081, -3.8487, -6.0833], [3.0112, -5.0283, -6.0855], [3.7485, -5.9638, -6.0838], [0.8795, -4.6394, -3.5095], [1.1797, -5.9781, -4.4315], [-0.5309, -5.4159, -4.3235], [0.1457, -3.2544, -5.4922], [0.1716, -4.6922, -6.4268], [2.4247, -3.0151, -5.4565], [2.0351, -3.3757, -7.0626], [1.8135, 0.1480, -8.0126], [1.3652, 0.7961, -6.6725], [0.4301, -0.0779, -5.8350], [-0.8992, -0.2905, -6.4405], [-1.9300, -0.4980, -6.9289], [2.3602, 0.8248, -8.6692], [0.9185, -0.2014, -8.5274], [2.4729, -0.6816, -7.7576], [0.9151, 1.7758, -6.8333], [2.2713, 0.8842, -6.0731], [0.2316, 0.5735, -4.9839], [0.9237, -1.0136, -5.5725], [-1.2882, 0.6093, 1.0460], [-0.2166, 0.8435, -0.0613], [0.7422, -0.3489, -0.2950], [1.5789, -0.6867, 0.8888], [2.2015, -0.9631, 1.8104], [-1.8734, -0.2388, 0.6903], [-2.0341, 1.3983, 1.1415], [-0.8281, 0.4351, 2.0187], [0.3564, 1.7280, 0.2170], [-0.6767, 1.0825, -1.0201], [1.4594, -0.2009, -1.1024], [0.2700, -1.3295, -0.3548], [7.5119, 2.3245, -4.6689], [6.0496, 2.5946, -4.2430], [5.3656, 1.4249, -3.5478], [4.8564, 0.3717, -4.3821], [4.4147, -0.4362, -5.0791], [8.0654, 3.1847, -5.0453], [7.6045, 1.5828, -5.4623], [8.0835, 1.9281, -3.8297], [5.4480, 2.9482, -5.0804], [6.1348, 3.4286, -3.5463], [4.4524, 1.8023, -3.0875], [5.9774, 0.9371, -2.7889], [6.5087, -3.3999, 2.8595], [5.2071, -2.9945, 2.1213], [5.4781, -2.0030, 0.9664], [6.2617, -0.8269, 1.3437], [6.8547, 0.1020, 1.6086], [6.3256, -4.2007, 3.5759], [6.9718, -2.5564, 3.3716], [7.2396, -3.7819, 2.1468], [4.4894, -2.6600, 2.8704], [4.7820, -3.9216, 1.7370], [4.5451, -1.5489, 0.6324], [5.9847, -2.4522, 0.1123]],
  "atomic_forces_ev_per_a": [[0.6, 0.4, 0.1], [0.9, 0.4, -2.1], [0.8, 1.0, 0.8], [-1.8, -1.2, 1.2], [0.1, 0.1, -0.1], [0.0, 0.1, -0.4], [-0.2, 0.2, 0.1], [-0.6, -0.3, 0.2], [-0.1, -0.4, 0.1], [0.0, -0.2, 0.1], [0.3, 0.1, -0.1], [-0.1, -0.2, 0.0], [-0.3, -0.7, -1.0], [-1.1, -0.4, 0.0], [0.2, 0.7, 0.1], [0.8, 0.8, 0.3], [-0.3, -0.3, 0.2], [0.0, 0.0, -0.1], [-0.1, -0.1, 0.4], [0.2, 0.2, -0.3], [0.0, 0.2, 0.1], [0.2, 0.2, 0.2], [0.3, -0.5, -0.1], [0.0, -0.1, 0.1], [0.6, 0.3, 1.2], [-0.6, -0.4, -1.6], [0.5, -0.1, 1.3], [-0.4, 0.4, 0.0], [0.1, 0.0, 0.3], [-0.1, 0.0, -0.7], [-0.3, -0.1, -0.2], [0.5, -0.2, -0.1], [0.1, -0.1, 0.3], [-0.3, 0.3, -0.4], [0.0, -0.1, -0.2], [0.1, 0.0, -0.1], [-0.6, -0.5, -1.6], [-0.1, 2.0, 2.9], [-0.1, 0.4, -0.6], [0.3, -1.2, -0.3], [0.1, -0.1, -0.2], [-0.2, 0.1, 0.1], [-0.3, 0.3, -0.4], [0.4, -0.3, 0.3], [0.5, 0.2, 0.2], [0.0, 0.1, -0.1], [-0.1, -0.6, 0.0], [0.0, -0.5, 0.0], [-0.2, 0.7, 0.5], [-0.1, -0.8, -1.8], [-0.2, -0.8, -0.2], [0.3, 0.6, 1.1], [0.1, -0.5, -0.3], [-0.2, 0.0, 0.2], [-0.1, 0.0, -0.1], [0.4, 0.1, 0.2], [0.1, 0.1, 0.1], [0.4, 0.5, -0.1], [-0.4, 0.2, 0.5], [-0.2, -0.1, -0.1], [-0.4, -0.2, -0.5], [1.6, -1.4, 1.2], [0.7, 1.6, -0.6], [-1.0, 0.8, 0.4], [0.0, -0.6, -0.2], [-0.1, 0.2, -0.2], [0.0, 0.1, -0.1], [-0.3, 0.0, -0.2], [-0.4, 0.2, 0.0], [-0.2, 0.1, 0.2], [0.3, -0.3, -0.3], [-0.4, -0.5, 0.1], [1.3, 0.6, 0.6], [0.6, -0.4, -0.3], [-1.2, -0.3, 0.5], [-0.7, 0.5, -0.3], [0.3, -0.1, 0.0], [-0.4, 0.4, -0.1], [-0.4, -0.2, 0.1], [-0.1, 0.7, -0.3], [0.0, 0.0, 0.2], [0.0, -0.1, -0.3], [0.1, -0.7, -0.2], [0.4, -0.2, -0.1], [-0.5, -0.7, 0.9], [0.1, -1.1, 0.2], [-0.3, 1.5, -0.3], [-0.3, -1.1, -1.6], [0.8, 1.2, 1.1], [0.0, 0.0, 0.2], [0.1, 0.0, 0.4], [0.0, -0.2, -0.8], [-0.2, 0.0, -0.4], [0.1, -0.1, -0.1], [0.3, 0.5, 0.4], [0.0, 0.0, -0.1], [-0.1, 0.6, 0.7], [0.7, -0.9, -0.7], [-0.5, 0.4, -1.2], [-0.1, -0.3, -0.3], [-0.1, 0.4, 0.7], [0.3, -0.2, -0.3], [-0.2, -0.1, 0.0], [-0.2, 0.0, 0.4], [0.2, -0.1, -0.2], [0.0, -0.2, 0.1], [-0.1, 0.1, 0.1], [0.0, 0.3, 0.5], [0.1, 0.5, -0.1], [-0.4, -0.9, -0.2], [-0.6, -0.1, -0.5], [-1.7, 0.2, 0.0], [2.1, 0.6, 0.0], [0.1, 0.0, 0.1], [-0.1, -0.2, -0.4], [-0.1, 0.0, 0.1], [0.1, 0.0, 0.4], [0.1, 0.2, 0.2], [-0.2, -0.2, 0.1], [0.6, 0.1, 0.2], [-1.1, -0.2, -0.4], [0.3, 0.3, 0.6], [1.3, -0.3, 0.5], [1.8, 2.5, -0.3], [-2.3, -2.7, -0.2], [0.1, -0.1, 0.1], [-0.2, -0.1, 0.0], [0.4, 0.1, 0.0], [0.0, 0.2, -0.1], [0.0, 0.2, 0.0], [0.3, 0.4, -0.5], [-0.6, 0.0, 0.5], [0.3, -0.1, -0.1], [0.6, -1.0, -0.3], [-0.5, -0.1, 0.4], [0.9, 0.7, 0.2], [-1.7, -0.9, 0.0], [0.0, 0.1, 0.1], [-0.3, 0.0, -0.1], [0.0, 0.0, 0.0], [0.1, 0.2, 0.0], [-0.2, 0.4, -0.1], [0.6, 0.7, 0.0], [0.3, -0.2, -0.1], [1.2, 0.9, -0.5], [-0.2, 0.2, 1.8], [-0.8, -0.8, -0.2], [-0.4, 1.7, -0.9], [0.6, -1.6, 1.0], [0.1, 0.4, -0.2], [0.0, 0.0, 0.2], [-0.5, -0.9, -0.8], [0.0, 0.2, 0.2], [0.0, -0.1, -0.4], [-0.1, 0.0, -0.1], [-0.1, 0.1, -0.1], [0.2, 0.2, 0.4], [-0.1, -0.5, -0.1], [0.2, 0.4, -0.8], [1.0, 0.7, -0.1], [-0.9, -0.4, 0.2], [-0.1, -0.1, -0.1], [0.0, 0.1, 0.2], [-0.1, 0.1, -0.1], [0.1, 0.1, 0.2], [0.1, -0.5, -0.1], [-0.3, 0.0, 0.2], [0.0, 0.0, -0.1], [-0.7, -0.4, -0.9], [1.2, -0.5, 0.1], [-0.1, 0.4, -0.4], [-0.6, 0.3, 0.6], [0.4, -0.1, 0.0], [-0.1, -0.2, 0.5], [-0.1, 0.4, -0.1], [0.3, -0.1, 0.3], [-0.8, -0.1, -0.4], [0.2, 0.0, 0.1], [-0.3, 0.3, 0.0], [0.6, -0.1, 0.3], [-0.6, -0.2, -0.2], [0.7, 0.4, 0.2], [-0.6, 0.7, -0.4], [0.8, 1.5, 2.5], [-0.5, -1.3, -2.4], [0.1, -0.2, 0.2], [0.1, -0.2, 0.1], [-0.3, -0.1, 0.1], [0.1, 0.0, -0.1], [0.0, -0.2, 0.2], [0.0, -0.4, 0.2], [0.0, -0.1, -0.4], [1.0, 0.5, 0.6], [-0.7, -0.7, -1.0], [-0.5, 0.0, 0.4], [2.7, -2.6, 0.0], [-3.0, 3.7, 0.1], [-0.5, 0.3, 0.3], [-0.3, -0.4, -0.6], [0.2, -0.1, 0.2], [0.0, 0.1, 0.3], [0.0, 0.0, -0.3], [0.9, -0.4, 0.3], [0.2, -0.4, -0.3], [-0.6, 0.2, 0.8], [0.8, -0.6, -1.0], [-0.5, 1.2, -0.4], [-0.5, -0.7, -0.6], [1.1, 0.3, 0.6], [-0.1, 0.1, 0.1], [0.1, -0.2, -0.2], [-0.1, -0.2, -0.2], [0.0, 0.0, 0.0], [0.0, 0.4, 0.1], [0.0, -0.7, 0.5], [-0.3, 0.0, 0.2], [0.3, -0.4, -1.3], [-0.1, 0.1, 0.7], [0.5, -0.4, 1.6], [-0.4, 0.9, -0.3], [0.2, -0.2, 0.4], [0.0, -0.5, 0.5], [0.5, 0.5, -0.1], [-0.1, -0.2, -0.1], [0.3, 0.0, -0.1], [-0.2, -0.2, 0.0], [-0.4, 0.0, -0.2], [-0.7, 0.2, -1.0], [-0.1, -0.6, -0.2], [1.4, 0.3, -0.4], [-0.3, 0.4, 0.5], [-0.2, -1.0, -1.5], [0.1, 0.4, 0.5], [-0.4, 0.3, 0.2], [-0.3, -0.2, 0.0], [0.0, 0.1, 0.2], [0.0, -0.1, -0.1], [-0.4, -0.1, 0.2], [0.1, 0.1, 0.6], [0.1, 0.3, 0.2], [-0.2, 0.1, -0.5], [1.1, -0.6, 0.5], [-0.6, 0.4, 0.5], [-0.7, -1.7, -0.2], [1.0, 1.6, 0.5], [-0.1, 0.1, 0.1], [-0.1, 0.0, 0.0], [0.1, 0.0, -0.1], [-0.1, 0.6, -0.3], [-0.1, 0.1, -0.4], [-0.2, -0.3, -0.3], [-0.1, -0.2, 0.1]],
  "lowdin_charge": [-0.06, -0.49, -0.05, -0.05, 0.08, 0.08, 0.04, 0.14, 0.08, 0.08, 0.07, 0.08, -0.05, -0.48, -0.04, -0.07, 0.07, 0.09, 0.08, 0.13, 0.05, 0.08, 0.06, 0.11, -0.06, -0.45, -0.04, -0.05, 0.06, 0.06, 0.08, 0.14, 0.06, 0.06, 0.07, 0.07, -0.07, -0.55, -0.05, -0.03, 0.08, 0.08, 0.06, 0.10, 0.06, 0.08, 0.08, 0.08, -0.05, -0.48, -0.07, -0.04, 0.08, 0.08, 0.06, 0.13, 0.08, 0.07, 0.05, 0.09, -0.05, -0.47, -0.05, -0.07, 0.08, 0.07, 0.07, 0.12, 0.06, 0.09, 0.06, 0.02, -0.05, -0.46, -0.03, -0.09, 0.07, 0.08, 0.06, 0.11, 0.05, 0.06, 0.07, 0.00, -0.10, -0.21, -0.14, -0.21, 0.20, 0.06, 0.07, 0.05, 0.08, 0.07, 0.11, 0.11, -0.11, -0.26, -0.14, -0.26, 0.18, 0.08, 0.06, 0.06, 0.07, 0.07, 0.10, 0.11, -0.10, -0.24, -0.18, -0.23, 0.16, 0.05, 0.05, 0.08, 0.09, 0.09, 0.08, 0.08, -0.10, -0.25, -0.18, -0.17, 0.18, 0.08, 0.08, 0.05, 0.08, 0.12, 0.11, 0.11, -0.11, -0.25, -0.18, -0.21, 0.19, 0.05, 0.07, 0.08, 0.10, 0.11, 0.12, 0.11, -0.11, -0.22, -0.14, -0.23, 0.21, 0.08, 0.05, 0.06, 0.07, 0.11, 0.12, 0.09, -0.10, -0.23, -0.15, -0.19, 0.20, 0.07, 0.06, 0.06, 0.11, 0.08, 0.11, 0.12, -0.10, -0.23, -0.19, -0.23, 0.15, 0.08, 0.05, 0.06, 0.11, 0.09, 0.10, 0.09, -0.10, -0.20, -0.17, -0.22, 0.17, 0.03, 0.06, 0.08, 0.10, 0.11, 0.07, 0.11, -0.10, -0.26, -0.19, -0.20, 0.13, 0.05, 0.07, 0.07, 0.08, 0.11, 0.09, 0.11, -0.08, -0.26, -0.20, -0.22, 0.15, 0.07, 0.07, 0.06, 0.10, 0.07, 0.07, 0.10, -0.08, -0.22, -0.16, -0.23, 0.19, 0.07, 0.03, 0.05, 0.08, 0.08, 0.08, 0.10, -0.10, -0.23, -0.20, -0.23, 0.16, 0.07, 0.07, 0.07, 0.11, 0.10, 0.09, 0.13, -0.11, -0.23, -0.18, -0.26, 0.17, 0.07, 0.06, 0.07, 0.08, 0.10, 0.06, 0.12]
}